Density functional theory data (the ωB97M-V functional and the def2-TZVPD basis) for a 2-piece molecular cluster, C4H12 overall in a non-equilibrium geometry.

Positions of all 16 atoms, in Å:
C -1.044 1.576 -0.335
C 0.024 2.035 0.653
H -1.699 2.413 -0.568
H -0.610 1.306 -1.300
H -1.599 0.724 0.046
H -0.296 2.915 1.212
H 0.997 2.202 0.182
H 0.291 1.272 1.394
C 0.945 -1.739 -0.751
C -0.020 -1.901 0.400
H 0.458 -1.463 -1.692
H 1.752 -1.013 -0.619
H 1.526 -2.636 -1.000
H 0.501 -1.392 1.237
H -0.253 -2.911 0.731
H -0.974 -1.386 0.409

HOMO (spin up / spin down) (Eh): 0.059 / -0.272
Lowest unoccupied orbital energy (spin up / spin down) (eV): 4.386 / 4.495
Total charge: -1
Multiplicity: 2
Energy relative to the best compared isomer or geometry (same formula, charge and spin) (kJ/mol): 50.2
Orbital gap (spin up / spin down) (Ha): 0.1023 / 0.4375
M (u): 60.140